{"formula": "C4H10N3", "method": "ωB97M-V/def2-TZVPD", "species": ["C", "C", "C", "C", "N", "N", "N", "H", "H", "H", "H", "H", "H", "H", "H", "H", "H"], "positions_angstrom": [[1.6919, 1.7668, -0.0145], [1.7454, 0.3031, 0.1022], [-2.9796, 0.1591, -0.0937], [0.7986, -1.8548, -0.0297], [-1.8618, 0.1272, -0.2845], [-4.2211, 0.1684, 0.2607], [0.7091, -0.4453, -0.0648], [1.2206, 2.2928, 0.7643], [0.9341, 2.1539, -0.8107], [2.7231, -0.0335, 0.2471], [2.6613, 2.2534, -0.2048], [1.4889, -2.2309, 0.8092], [-0.1822, -2.1165, 0.1695], [1.1379, -2.3567, -0.9732], [-4.3680, 0.2410, 1.3042], [-4.8785, -0.4469, -0.2614], [-0.2253, -0.1794, -0.2595]], "forces_ev_per_angstrom": [[-1.11, 1.50, -2.69], [-2.58, 1.83, -0.90], [-0.59, -0.40, 0.43], [2.63, -2.34, 0.69], [2.01, 0.18, -0.77], [-2.62, -0.46, 1.43], [4.65, 0.14, 0.26], [-0.28, 0.24, 1.90], [1.42, -1.13, 0.70], [1.12, -1.57, 0.42], [-0.35, -0.51, 0.12], [-1.10, 0.65, -1.22], [-1.81, -1.41, 0.46], [-0.34, 0.84, 0.61], [-0.03, -0.14, -1.82], [0.73, 0.83, 0.71], [-1.77, 1.74, -0.33]], "multiplicity": 1, "total_energy_ha": -322.395646, "homo_lumo_gap_ev": 10.1, "total_charge": 1}

{"formula": "C10H7N3S", "method": "ωB97M-V/def2-TZVPD", "species": ["C", "C", "C", "C", "C", "C", "C", "C", "C", "C", "H", "H", "H", "H", "H", "H", "H", "N", "N", "N", "S"], "positions_angstrom": [[-1.2617, -4.5675, -1.8853], [-0.6906, -3.1795, -2.1644], [-0.2827, -1.1196, -1.3320], [-0.2610, -0.9002, -2.7244], [-0.3516, 0.0854, -0.3321], [0.0989, 0.8480, 0.4558], [0.3441, 1.8035, 1.4460], [0.5330, 1.8550, 2.8609], [1.1879, 4.0277, 3.0317], [0.9934, 4.0756, 1.5125], [-2.1206, -4.7014, -2.4966], [-1.8123, -4.3303, -0.7317], [-0.7396, -5.6145, -2.0424], [0.0506, 0.0246, -3.3746], [0.4510, 0.8244, 3.5116], [1.8621, 4.8650, 3.5581], [1.4112, 4.9570, 0.9155], [-0.6260, -2.3872, -1.0576], [0.9365, 2.8700, 3.6776], [0.6306, 2.9947, 0.7840], [-0.3533, -2.4309, -3.6126]], "forces_ev_per_angstrom": [[-1.12, -0.35, 2.72], [0.01, -0.53, 3.93], [-1.77, 3.02, -1.83], [1.89, 1.36, -1.34], [0.76, -4.96, -3.52], [-0.62, -0.17, 2.19], [1.78, 4.47, 1.28], [-0.55, -4.10, 1.67], [1.26, 0.02, -2.33], [1.24, -0.74, 1.53], [-0.94, 0.06, -0.76], [2.09, -1.43, -3.31], [-0.21, 2.56, 0.79], [-0.78, -1.81, 1.75], [-0.09, 2.55, -1.97], [-2.18, -1.83, -1.05], [-1.03, -1.16, 1.02], [0.04, -1.69, -0.74], [0.05, 1.14, -2.57], [0.26, 1.68, 1.94], [-0.10, 1.94, 0.58]], "multiplicity": 1, "total_energy_ha": -947.515333, "homo_lumo_gap_ev": 8.3, "total_charge": 0}

{"formula": "H14NaO11S", "method": "ωB97M-V/def2-TZVPD", "species": ["Na", "S", "O", "O", "O", "O", "O", "H", "H", "O", "H", "H", "O", "H", "H", "O", "H", "H", "O", "H", "H", "O", "H", "H", "O", "H", "H"], "positions_angstrom": [[-0.3790, 0.0077, 0.3500], [1.1406, 1.2189, -1.6462], [2.2701, 0.8220, -2.4876], [0.9186, 0.2347, -0.5687], [1.4843, 2.4845, -1.0428], [-0.0470, 1.3520, -2.5207], [-0.6935, -2.0053, -0.4626], [-0.1567, -2.7898, -0.5753], [-1.4027, -2.2812, 0.1180], [1.4656, -1.7151, -0.8305], [1.2426, -0.7910, -0.7185], [2.1326, -1.7195, -1.5169], [-2.4355, -0.1921, 0.4334], [-2.3934, -1.0609, 0.8329], [-2.7117, 0.3859, 1.1447], [-0.5087, -1.0578, 1.8748], [-0.1361, -1.9256, 1.7191], [-1.3224, -1.2275, 2.3495], [-1.3640, 1.2560, -0.9538], [-0.7313, 1.3357, -1.6676], [-2.1474, 0.8930, -1.3670], [-0.5491, 1.4418, 1.6311], [-0.6916, 2.3561, 1.8761], [-0.1316, 1.0501, 2.3982], [2.3169, 0.6404, 0.9284], [3.1614, 0.6295, 0.4778], [1.6692, 0.6577, 0.2239]], "forces_ev_per_angstrom": [[-7.25, -0.97, 2.78], [4.82, 3.88, -5.45], [-0.09, -1.44, 0.27], [1.81, 6.63, -8.31], [-0.91, 0.57, 1.04], [4.32, -0.52, -4.82], [-2.00, -1.10, -0.03], [0.81, 0.19, -0.44], [-0.53, -0.41, -0.25], [3.41, -7.86, -1.23], [0.53, -0.88, -0.46], [0.33, -0.02, -0.08], [-2.58, -1.24, 0.52], [-0.60, -0.12, 0.10], [0.01, 0.50, 0.09], [-0.03, -2.24, 3.83], [0.60, -0.23, -0.05], [0.00, 0.04, 0.53], [-6.35, 0.95, 4.94], [-1.18, 0.86, -1.12], [-0.05, 0.05, 0.07], [-0.65, 1.84, 2.08], [0.16, 0.32, -0.36], [0.51, -0.05, 0.28], [4.00, 0.52, 4.94], [0.20, 0.07, 0.08], [0.71, 0.65, 1.04]], "multiplicity": 1, "total_energy_ha": -1396.291949, "homo_lumo_gap_ev": 5.9, "total_charge": -1}